Record 1
Computed, not measured: 13 unconnected molecules or ions with the total composition BH28O12 in a non-equilibrium geometry, with ωB97M-V/def2-TZVPD.

XYZ file:
```
41
Properties=species:S:1:pos:R:3:forces:R:3:nbo_charge:R:1
O -3.415 -2.114 0.523 0.220 -0.134 0.120 -0.9889
O 0.580 -2.634 1.371 -0.001 -0.208 0.116 -0.9894
O 2.836 1.549 -0.548 -0.633 0.180 -0.311 -1.0105
O -2.699 0.906 -0.331 0.027 0.039 0.100 -0.9938
O 0.229 0.877 2.773 -0.166 0.103 0.127 -0.9845
O 4.143 0.089 1.317 0.004 0.480 0.038 -0.9784
O 3.150 -1.385 -2.684 -0.017 0.201 -0.318 -0.9647
O -0.517 2.769 -1.676 0.184 0.084 0.146 -0.9658
O -3.334 0.845 2.480 0.164 -0.063 0.207 -0.9788
O 2.684 1.236 -3.411 -0.257 0.546 -0.316 -0.9496
O -1.698 -1.910 -1.621 0.325 0.027 0.163 -0.9888
O -1.666 -1.561 2.961 -0.082 -0.133 0.498 -0.9964
B 0.236 -0.024 -0.058 -0.103 0.038 -0.948 -0.9018
H 3.618 0.168 2.120 -0.038 -0.067 -0.072 0.4616
H 1.183 -0.657 0.036 1.311 -0.734 0.321 0.0356
H -2.596 1.853 -0.484 0.094 -0.080 -0.093 0.4828
H -0.692 -0.415 0.500 -0.934 -0.594 1.063 0.0111
H -0.027 2.150 -1.101 -0.215 0.145 -0.223 0.5037
H -1.498 -1.665 -2.527 -0.047 -0.004 0.002 0.4744
H 3.793 0.787 0.716 0.291 -0.649 0.211 0.4938
H -3.804 -1.254 0.325 0.126 0.024 -0.040 0.4791
H -0.043 -0.047 -1.182 -0.175 0.272 -1.708 -0.0254
H 0.520 -1.743 0.981 0.098 -0.559 0.316 0.4958
H -3.017 1.698 2.795 0.065 -0.050 -0.050 0.4672
H -2.683 -2.199 -0.122 -0.636 -0.001 0.170 0.5017
H -2.146 -0.851 3.409 -0.207 -0.086 -0.229 0.4865
H -2.804 0.668 1.680 -0.333 0.165 0.007 0.5023
H 2.396 -1.589 -2.126 -0.020 -0.016 0.269 0.4749
H -2.354 -2.060 2.494 0.081 0.268 -0.319 0.5072
H 1.729 1.240 -3.551 0.056 -0.080 0.034 0.4868
H -1.786 0.560 -0.325 -0.303 0.149 -0.123 0.5099
H 2.790 1.454 -1.524 -0.034 -0.107 0.945 0.4897
H 0.240 0.787 1.801 -0.037 0.006 0.634 0.4962
H -1.096 -1.357 -1.080 -0.135 -0.322 -0.439 0.5133
H 3.082 -0.431 -2.864 0.145 -0.610 0.139 0.4777
H 0.071 -2.567 2.187 -0.036 0.102 -0.085 0.4760
H 2.998 2.055 -3.812 0.070 -0.100 0.084 0.4918
H 0.436 1.079 0.210 0.123 1.554 0.493 -0.0467
H 2.019 1.139 -0.165 0.841 0.313 -0.712 0.5139
H -0.377 0.180 3.063 0.296 0.014 -0.260 0.4753
H -0.486 2.372 -2.550 -0.112 -0.112 0.041 0.4550
```
Positions in Å, forces in eV/Å.

Output
HOMO energy = -0.26771 Eh
relative energy (zero: lowest compared OMol25 entry of this formula, charge and spin) = 8.9 kcal per mole
largest force on an atom = 1.7 eV Å⁻¹
charge = -1
gap between HOMO and LUMO = 9.268 eV

---

Record 2
Computed, not measured: a molecular structure, C21H30N7O7P2STi, with ωB97M-V/def2-TZVPD.

XYZ file:
```
69
Properties=species:S:1:pos:R:3:forces:R:3:nbo_charge:R:1
Ti 0.989 -0.648 0.368 0.440 0.384 0.315 1.5801
S 2.393 1.012 1.179 -0.062 -0.495 -0.032 -0.0355
P 3.597 -1.671 -1.030 0.036 -0.342 0.043 2.5691
P 1.478 -0.618 -2.544 -0.279 -0.010 -0.213 2.5776
O 2.377 -1.840 -0.019 -0.480 0.629 0.198 -1.0669
O 4.861 -1.287 -0.444 0.030 -0.025 0.002 -1.0293
O 3.587 -2.990 -1.883 -0.011 -0.013 0.010 -0.9788
O 0.655 0.029 -1.391 -0.002 -0.349 0.672 -1.0694
O 2.992 -0.551 -2.039 0.226 0.197 -0.251 -1.0768
O 1.047 -1.997 -2.841 0.004 -0.024 -0.114 -1.1295
O 1.453 0.374 -3.759 0.026 -0.135 -0.101 -0.9721
N -2.505 1.282 -1.745 0.040 0.077 0.064 -0.4360
N 0.784 -1.660 2.372 -0.045 0.102 -0.393 -0.6436
N -0.906 0.049 1.255 0.077 0.010 -0.334 -0.7129
N -1.323 2.877 0.312 0.003 -0.146 0.106 -0.4625
N -0.372 -2.307 -0.074 0.219 0.149 0.004 -0.6567
N 2.168 3.615 1.388 0.065 -0.047 -0.028 -0.4561
N 1.532 2.373 3.309 0.048 0.064 0.020 -0.5178
C -1.733 2.337 -2.014 0.026 0.005 -0.153 0.1688
C -0.152 -3.400 0.891 -0.066 -0.099 -0.066 -0.2359
C -2.260 0.583 -4.030 -0.016 0.026 0.034 -0.2481
C -0.081 -2.860 2.305 -0.081 -0.043 0.115 -0.2372
C -1.210 3.768 1.295 -0.061 0.046 -0.042 0.0307
C -1.175 2.560 -3.269 -0.008 -0.021 -0.016 -0.2351
C -1.429 1.660 -4.290 -0.014 0.013 0.033 -0.1437
C 1.356 3.508 4.000 0.040 -0.017 -0.046 0.2724
C -2.084 -0.787 0.877 0.028 0.018 -0.040 -0.2404
C 1.950 2.491 2.056 -0.263 0.116 -0.079 0.3019
C -1.489 5.608 -0.180 -0.019 0.003 -0.036 -0.1656
C -1.529 3.332 -0.928 0.006 0.032 0.115 0.1883
C -1.601 4.693 -1.214 0.013 -0.065 0.041 -0.2267
C 0.865 3.372 5.406 -0.036 0.001 0.030 -0.6525
C -1.301 5.136 1.107 0.018 -0.007 0.040 -0.1974
C -2.772 0.450 -2.748 0.003 -0.108 -0.057 0.0307
C -1.739 -1.781 -0.222 -0.020 -0.039 -0.087 -0.2372
C 2.000 4.736 2.081 0.013 0.048 0.126 0.1027
C 0.309 -0.652 3.343 0.028 -0.044 0.052 -0.2489
C 1.610 4.738 3.410 0.012 0.009 -0.047 -0.3107
C -0.782 0.242 2.720 0.052 0.025 0.020 -0.2453
H -2.439 -1.304 1.765 -0.001 -0.002 0.030 0.1973
H -0.057 -1.142 4.248 -0.006 -0.006 0.004 0.2074
H 0.788 -3.878 0.620 0.043 0.013 0.008 0.2369
H 0.272 -3.634 2.988 0.032 -0.010 -0.005 0.2322
H -0.201 3.130 5.400 0.011 -0.006 0.012 0.2313
H -2.511 -0.137 -4.796 0.006 -0.001 0.005 0.2348
H 2.110 1.082 -3.733 0.006 -0.002 0.053 0.5320
H -0.540 3.420 -3.433 0.012 -0.010 -0.005 0.2252
H 1.157 -0.026 3.610 0.018 0.016 0.007 0.2605
H -1.569 6.669 -0.377 0.007 -0.010 0.001 0.2311
H 0.998 4.293 5.969 0.003 -0.006 -0.013 0.2320
H 1.385 2.560 5.910 0.004 0.011 -0.008 0.2425
H -1.757 -1.287 -1.191 -0.030 0.038 0.033 0.2410
H -1.044 0.984 0.821 -0.055 0.019 0.033 0.4802
H 1.508 5.660 3.965 -0.013 -0.012 -0.011 0.2358
H -1.073 -2.577 2.654 -0.002 0.033 -0.004 0.2033
H -3.440 -0.375 -2.519 0.010 0.010 0.004 0.1932
H 1.733 -1.931 2.610 0.035 0.001 0.011 0.4237
H -1.778 5.022 -2.228 -0.017 0.009 0.004 0.2314
H -1.751 0.075 3.189 -0.022 0.000 -0.001 0.2089
H -2.885 -0.134 0.528 -0.010 0.000 -0.006 0.2553
H -2.469 -2.595 -0.238 -0.026 0.014 -0.022 0.2158
H 2.194 5.662 1.551 -0.015 -0.009 -0.004 0.2117
H -0.988 1.795 -5.269 -0.014 0.007 0.008 0.2312
H -0.498 1.275 2.906 -0.024 -0.027 0.000 0.2439
H -0.042 -2.603 -0.996 -0.008 0.017 -0.013 0.4483
H 2.757 -3.092 -2.389 0.036 0.023 -0.011 0.5353
H -0.944 -4.149 0.818 -0.001 -0.021 -0.011 0.2187
H -1.047 3.370 2.291 0.013 -0.012 0.010 0.1858
H -1.229 5.807 1.952 0.018 -0.001 -0.016 0.2204
```
Positions in Å, forces in eV/Å.

Output
HOMO energy = -0.43335 Eh
relative energy (zero: lowest compared OMol25 entry of this formula, charge and spin) = 3.5 kcal per mole
largest force on an atom = 0.8 eV Å⁻¹
charge = +1
gap between HOMO and LUMO = 7.902 eV

---

Record 3
Computed, not measured: 9 unconnected molecules or ions with the total composition C26H70BBr2FO11Si in a non-equilibrium geometry, with ωB97M-V/def2-TZVPD.

XYZ file:
```
112
Properties=species:S:1:pos:R:3:forces:R:3:lowdin_charge:R:1
Br 3.360 4.255 0.206 0.263 -0.367 -0.152 0.6930
Br 6.923 3.367 -2.352 -0.704 -0.192 -0.286 0.6994
Si 3.740 1.272 -1.046 -0.630 0.192 0.477 0.7086
F 1.748 -0.110 2.061 -0.390 0.418 -0.074 -0.0912
O 6.217 -0.114 -1.691 -1.646 -0.702 -1.134 0.0712
O -8.903 0.153 7.379 -0.279 0.131 -0.088 -0.0888
O -3.282 -3.226 -0.092 -0.052 0.301 0.165 -0.0921
O 6.713 -0.231 1.329 -0.126 -0.018 -0.038 -0.1093
O 1.997 -5.824 -2.850 0.030 -0.261 0.160 -0.0850
O 1.164 0.443 -1.785 -0.296 0.976 -0.841 -0.2106
O -6.143 1.596 3.424 -0.290 0.122 -0.057 -0.0816
O -2.090 3.185 -3.183 0.246 0.084 -0.020 -0.0968
O 1.628 -2.584 -5.357 0.150 0.110 0.195 -0.1075
O 4.496 -0.287 -3.482 0.607 0.071 1.974 -0.0500
O -1.505 0.220 3.217 -0.254 0.220 0.081 -0.0853
C -7.839 1.818 8.781 -0.013 0.081 -0.002 -0.0961
C -9.026 0.893 8.591 0.375 -0.154 -0.027 -0.3174
C 3.598 0.314 0.600 -0.505 0.196 0.307 -0.1982
C 3.124 -5.593 -4.977 0.071 0.011 -0.108 -0.0889
C -2.434 -0.730 2.707 0.548 -0.128 -0.054 -0.3170
C -0.603 1.111 -0.282 -0.211 0.978 0.035 -0.1862
C -2.825 4.667 -4.953 0.020 0.082 -0.010 -0.0925
C -2.071 -2.123 3.181 -0.157 -0.148 0.058 -0.0781
C 4.644 5.066 -2.508 0.613 -0.177 -0.924 -0.2172
C 2.058 1.549 -1.911 0.606 0.643 0.085 -0.2756
C -0.187 0.959 -1.783 -0.628 -1.033 1.216 -0.2001
C -4.968 -4.779 0.693 -0.034 -0.009 0.075 -0.0930
C 4.518 3.030 -0.825 0.410 -0.899 -0.474 -0.7601
C 4.455 -1.730 -3.328 0.228 -0.277 -0.686 -0.0671
C 4.935 3.560 -2.244 -0.253 1.390 0.657 -0.7542
C 2.590 0.934 1.626 1.383 -0.886 0.063 -0.2275
C 2.204 -6.438 -4.119 -0.036 0.388 -0.050 -0.3188
C -0.788 2.597 0.186 -0.320 -0.387 0.568 -0.0900
C -1.875 3.558 -4.542 -0.390 -0.030 0.052 -0.3153
C 7.466 0.484 2.310 0.297 -0.206 -0.035 -0.2962
C -5.527 1.079 5.701 0.021 -0.009 0.070 -0.0859
C 8.929 0.551 1.919 0.032 0.064 -0.078 -0.0837
C 0.812 -1.568 -4.769 -0.188 -0.160 -0.134 -0.2949
C -6.566 0.925 4.607 0.372 -0.034 -0.081 -0.3210
C -0.508 -2.156 -4.307 -0.024 -0.004 0.017 -0.0791
C -4.684 -3.423 0.076 0.170 -0.334 -0.160 -0.3219
B 4.931 0.185 -2.212 1.173 -0.120 -1.139 -0.6091
H -2.011 2.677 -5.178 0.096 0.067 -0.125 0.1088
H 3.887 -2.133 -4.181 0.123 0.170 0.440 0.0814
H -1.016 3.290 -0.644 0.233 -0.357 0.334 0.0614
H 1.640 2.498 -1.494 -0.009 -0.663 -0.100 0.0715
H 4.890 5.251 -3.576 -0.096 -0.067 0.595 0.0754
H -5.310 1.203 3.148 0.083 0.029 -0.028 0.0623
H 0.177 0.647 0.353 -0.433 0.046 -0.527 0.0870
H 1.605 -4.960 -3.008 0.024 0.085 -0.025 0.0656
H -0.292 1.886 -2.366 0.238 -0.261 0.314 0.0922
H -9.951 1.466 8.533 -0.015 -0.110 -0.120 0.1117
H -0.840 3.890 -4.632 -0.001 -0.081 0.140 0.1129
H 5.483 -2.143 -3.359 -0.583 0.142 0.187 0.0981
H 9.042 1.038 0.949 -0.042 0.049 0.051 0.0790
H 2.011 1.783 1.234 -0.085 -0.483 0.239 0.0550
H -6.907 1.247 8.818 -0.023 0.000 0.112 0.0660
H -7.933 2.393 9.704 0.048 -0.018 -0.013 0.0733
H 2.697 -4.601 -5.134 0.000 -0.082 -0.033 0.0402
H 5.327 5.711 -1.924 -0.618 -0.315 -0.039 0.0677
H 5.418 2.858 -0.203 -0.541 0.478 -0.295 0.0318
H -5.844 0.574 6.616 0.067 0.002 0.004 0.0523
H -1.138 -1.392 -3.849 -0.016 -0.054 -0.019 0.0592
H 3.294 -6.062 -5.950 0.015 0.021 0.013 0.0749
H 3.220 -0.702 0.339 0.043 0.640 0.075 0.0961
H -0.338 -2.953 -3.579 0.017 0.088 0.056 0.0724
H 4.572 0.136 1.108 -0.561 0.259 -0.538 0.0568
H -2.780 -2.862 2.802 0.082 -0.031 -0.041 0.0589
H -7.515 1.362 4.916 0.010 0.016 -0.136 0.1073
H -5.174 -3.331 -0.899 -0.160 0.041 0.081 0.1074
H 3.587 5.349 -2.382 0.466 -0.281 0.217 0.0516
H -2.065 -2.168 4.272 -0.071 0.059 -0.022 0.0762
H -3.864 4.346 -4.845 0.019 -0.038 -0.098 0.0729
H 2.638 -7.422 -3.942 -0.073 0.036 0.156 0.1093
H -4.472 -4.869 1.661 -0.050 0.056 0.001 0.0701
H 2.284 1.790 -2.982 -0.262 -0.289 0.486 0.1027
H 1.359 -1.146 -3.925 0.089 -0.056 -0.085 0.0986
H 6.063 -0.531 -0.836 0.495 0.510 0.576 0.0565
H -6.040 -4.930 0.832 0.029 -0.039 -0.015 0.0745
H -2.999 2.883 -3.104 -0.069 -0.008 0.059 0.0870
H -1.068 -2.395 2.844 -0.065 -0.017 -0.119 0.0790
H 7.043 1.486 2.381 -0.125 -0.086 -0.091 0.1148
H -1.639 2.642 0.899 0.468 0.078 -0.377 0.0691
H 3.163 1.213 2.530 -0.449 0.320 -0.451 0.1171
H -9.108 0.190 9.427 -0.073 0.128 0.104 0.1076
H 9.350 -0.453 1.826 0.015 0.013 0.110 0.0746
H -2.432 -0.676 1.614 -0.184 -0.153 -0.010 0.0917
H -0.894 0.228 -2.233 0.808 0.139 0.024 0.1062
H 0.092 2.947 0.765 -0.376 -0.004 -0.556 0.0508
H -6.734 -0.133 4.375 -0.109 -0.027 0.151 0.1090
H 4.087 -5.453 -4.482 -0.007 -0.106 -0.008 0.0773
H -5.053 -2.625 0.721 0.137 0.058 -0.050 0.1084
H -0.632 -0.026 2.892 0.069 0.052 -0.016 0.0585
H -2.657 4.963 -5.991 -0.047 -0.005 0.016 0.0744
H -7.756 2.510 7.941 -0.064 0.008 0.035 0.0755
H -1.539 0.562 -0.067 0.401 0.211 -0.305 0.0883
H -8.093 -0.362 7.433 0.053 -0.062 -0.011 0.0698
H -1.050 -2.599 -5.147 -0.037 0.092 -0.009 0.0741
H 9.507 1.105 2.661 0.009 -0.044 -0.012 0.0768
H -5.357 2.133 5.922 -0.087 -0.021 0.021 0.0813
H 1.146 -2.945 -6.106 0.004 -0.021 -0.078 0.0824
H 0.648 -0.774 -5.505 -0.032 0.093 0.113 0.1144
H 1.233 -6.574 -4.609 0.061 -0.125 -0.110 0.1060
H -4.582 -5.581 0.059 -0.091 0.013 -0.043 0.0730
H 4.471 2.997 -3.077 0.535 -0.048 0.545 0.0826
H 7.080 -1.119 1.272 0.061 -0.039 0.071 0.0938
H 3.944 -2.003 -2.379 0.270 -0.039 -0.517 0.0995
H 7.344 -0.011 3.279 0.011 0.123 0.056 0.1117
H -2.957 -3.922 -0.668 0.069 -0.050 -0.032 0.0770
H -3.429 -0.454 3.063 0.082 0.136 0.062 0.0958
H -4.568 0.660 5.384 -0.034 -0.081 0.048 0.0677
H -2.691 5.540 -4.313 0.069 -0.020 -0.038 0.0771
```
Positions in Å, forces in eV/Å.

Output
HOMO energy = -0.33532 Eh
largest force on an atom = 2.1 eV Å⁻¹
charge = 0
gap between HOMO and LUMO = 9.538 eV

---

Please write out number 1 again, unchanged.
Computed, not measured: 13 unconnected molecules or ions with the total composition BH28O12 in a non-equilibrium geometry, with ωB97M-V/def2-TZVPD.

XYZ file:
```
41
Properties=species:S:1:pos:R:3:forces:R:3:nbo_charge:R:1
O -3.415 -2.114 0.523 0.220 -0.134 0.120 -0.9889
O 0.580 -2.634 1.371 -0.001 -0.208 0.116 -0.9894
O 2.836 1.549 -0.548 -0.633 0.180 -0.311 -1.0105
O -2.699 0.906 -0.331 0.027 0.039 0.100 -0.9938
O 0.229 0.877 2.773 -0.166 0.103 0.127 -0.9845
O 4.143 0.089 1.317 0.004 0.480 0.038 -0.9784
O 3.150 -1.385 -2.684 -0.017 0.201 -0.318 -0.9647
O -0.517 2.769 -1.676 0.184 0.084 0.146 -0.9658
O -3.334 0.845 2.480 0.164 -0.063 0.207 -0.9788
O 2.684 1.236 -3.411 -0.257 0.546 -0.316 -0.9496
O -1.698 -1.910 -1.621 0.325 0.027 0.163 -0.9888
O -1.666 -1.561 2.961 -0.082 -0.133 0.498 -0.9964
B 0.236 -0.024 -0.058 -0.103 0.038 -0.948 -0.9018
H 3.618 0.168 2.120 -0.038 -0.067 -0.072 0.4616
H 1.183 -0.657 0.036 1.311 -0.734 0.321 0.0356
H -2.596 1.853 -0.484 0.094 -0.080 -0.093 0.4828
H -0.692 -0.415 0.500 -0.934 -0.594 1.063 0.0111
H -0.027 2.150 -1.101 -0.215 0.145 -0.223 0.5037
H -1.498 -1.665 -2.527 -0.047 -0.004 0.002 0.4744
H 3.793 0.787 0.716 0.291 -0.649 0.211 0.4938
H -3.804 -1.254 0.325 0.126 0.024 -0.040 0.4791
H -0.043 -0.047 -1.182 -0.175 0.272 -1.708 -0.0254
H 0.520 -1.743 0.981 0.098 -0.559 0.316 0.4958
H -3.017 1.698 2.795 0.065 -0.050 -0.050 0.4672
H -2.683 -2.199 -0.122 -0.636 -0.001 0.170 0.5017
H -2.146 -0.851 3.409 -0.207 -0.086 -0.229 0.4865
H -2.804 0.668 1.680 -0.333 0.165 0.007 0.5023
H 2.396 -1.589 -2.126 -0.020 -0.016 0.269 0.4749
H -2.354 -2.060 2.494 0.081 0.268 -0.319 0.5072
H 1.729 1.240 -3.551 0.056 -0.080 0.034 0.4868
H -1.786 0.560 -0.325 -0.303 0.149 -0.123 0.5099
H 2.790 1.454 -1.524 -0.034 -0.107 0.945 0.4897
H 0.240 0.787 1.801 -0.037 0.006 0.634 0.4962
H -1.096 -1.357 -1.080 -0.135 -0.322 -0.439 0.5133
H 3.082 -0.431 -2.864 0.145 -0.610 0.139 0.4777
H 0.071 -2.567 2.187 -0.036 0.102 -0.085 0.4760
H 2.998 2.055 -3.812 0.070 -0.100 0.084 0.4918
H 0.436 1.079 0.210 0.123 1.554 0.493 -0.0467
H 2.019 1.139 -0.165 0.841 0.313 -0.712 0.5139
H -0.377 0.180 3.063 0.296 0.014 -0.260 0.4753
H -0.486 2.372 -2.550 -0.112 -0.112 0.041 0.4550
```
Positions in Å, forces in eV/Å.

Output
HOMO energy = -0.26771 Eh
relative energy (zero: lowest compared OMol25 entry of this formula, charge and spin) = 8.9 kcal per mole
largest force on an atom = 1.7 eV Å⁻¹
charge = -1
gap between HOMO and LUMO = 9.268 eV

---

Question: What is the largest force on an atom in the first record?
Answer: 1.7 eV Å⁻¹